# 1
DFT (ωB97M-V/def2-TZVPD) results for a molecular structure, C24H53BrGaIN2O16P in a non-equilibrium geometry.

Its total charge is -1. Its electronic energy is -201298.85805 eV. As for the LUMO energy: 0.0790 Ha.

Geometry (Å):
I 0.020 5.176 -0.189
Br -2.025 -1.145 3.299
Ga -1.475 1.961 1.567
P -2.050 4.006 0.477
O 7.572 -1.685 0.919
O -8.785 -0.122 -2.091
O -9.338 0.356 -4.231
O -3.362 3.139 -3.584
O 0.327 -5.540 4.734
O 7.678 -1.483 3.168
O 0.043 -4.141 6.488
O 3.839 0.616 -5.838
O 5.590 1.148 -4.509
O -7.378 0.923 -3.521
O -3.855 3.672 -5.723
O 9.480 -1.970 1.892
O -2.634 4.916 1.762
O 3.929 -0.242 -3.858
O -1.900 4.198 -4.945
O -0.005 -6.270 6.848
N 3.185 -1.746 0.316
N -0.443 2.372 3.146
C 6.164 -1.395 0.977
C 0.077 -7.606 6.355
C -10.611 -0.242 -3.993
C -0.958 4.220 -3.860
C -3.444 -0.265 2.251
C -5.130 3.079 -5.488
C 1.444 0.770 3.551
C 1.849 -1.125 0.053
C 1.960 0.381 -0.047
C -3.582 -0.909 0.883
C 0.171 -3.026 5.595
C 10.262 -2.006 3.084
C -8.521 0.341 -3.170
C -6.391 0.984 -2.481
C 0.991 2.156 3.057
C 8.186 -1.690 2.096
C -3.062 3.628 -4.642
C 0.140 -5.331 5.904
C -0.618 0.635 0.276
C -3.288 1.239 2.236
C 0.669 1.081 -0.459
C 4.397 1.458 -6.845
C 4.578 -0.393 -2.589
C 4.556 0.564 -4.709
H 5.789 -1.424 -0.037
H 1.147 -3.030 5.112
H -0.055 -8.260 7.213
H -0.710 -7.798 5.629
H -3.380 1.582 3.264
H -5.659 3.609 -4.698
H 5.648 -2.145 1.570
H -0.058 4.698 -4.238
H -4.025 -0.204 0.188
H 11.278 -2.240 2.778
H 1.493 2.877 3.715
H -4.348 -0.508 2.799
H -5.521 1.480 -2.904
H 1.194 -1.372 0.884
H 4.463 2.486 -6.495
H -4.242 -1.771 0.961
H -0.618 -3.036 4.848
H -5.698 3.153 -6.411
H 3.723 1.408 -7.696
H -1.366 0.442 -0.490
H -0.498 -0.299 0.814
H 3.968 -1.066 -1.996
H 2.438 0.840 3.989
H -1.342 4.793 -3.020
H -11.145 0.288 -3.207
H -11.167 -0.163 -4.924
H 1.401 -1.547 -0.843
H 0.075 -2.129 6.199
H 3.269 -1.741 1.330
H -0.814 1.942 3.983
H 1.353 2.367 2.054
H 10.249 -1.039 3.584
H 0.806 2.154 -0.376
H 2.374 0.751 0.890
H -5.016 2.030 -5.220
H -4.134 1.640 1.679
H -3.488 5.288 1.484
H -6.110 -0.014 -2.154
H 0.548 0.892 -1.527
H 5.570 -0.825 -2.717
H 4.648 0.565 -2.078
H -0.720 3.207 -3.540
H 5.994 -0.403 1.391
H -6.755 1.566 -1.637
H 0.766 0.440 4.332
H -2.638 -1.274 0.505
H -10.501 -1.291 -3.726
H 5.382 1.102 -7.143
H 9.900 -2.779 3.759
H 1.445 0.012 2.770
H 2.710 0.590 -0.806
H 3.071 -2.733 0.096
H 1.051 -7.792 5.905

***

# 2
DFT (ωB97M-V/def2-TZVPD) results for a molecular structure, C24H53N2O14P2S3 in a non-equilibrium geometry.

Its total charge is -1. Its electronic energy is -108477.20215 eV. As for the LUMO energy: 0.0810 Ha.

Geometry (Å):
S -2.898 -0.632 2.977
S 1.722 -0.775 1.465
S -0.750 -0.344 0.455
P -2.135 0.677 1.794
P 2.064 1.391 1.746
O 2.253 -1.355 2.652
O -0.067 0.612 -0.374
O -6.543 -2.120 2.614
O 6.453 1.129 -2.241
O -1.656 -1.175 -0.249
O 4.885 0.481 3.225
O 6.225 -3.327 -0.610
O -1.890 -3.446 3.373
O 1.966 4.709 1.372
O -1.367 1.779 2.646
O 2.456 -1.142 0.307
O -4.594 3.629 -0.024
O -3.262 1.387 0.959
O -6.088 -3.836 -2.538
N 0.145 -1.200 1.417
N 3.293 1.762 0.854
C -6.616 -1.929 1.427
C -6.363 -3.032 -4.758
C -5.639 3.765 0.567
C -5.831 -2.974 -3.343
C 5.834 -0.111 2.772
C 7.005 3.287 -3.067
C 5.655 -1.754 -2.283
C -1.747 -4.583 3.014
C -1.775 -5.742 3.991
C 7.214 0.019 3.388
C 5.224 1.783 -4.163
C 1.192 4.882 -0.861
C -6.302 -0.569 0.843
C 2.740 6.639 0.221
C -6.995 -3.014 0.449
C 6.250 1.977 -3.071
C 5.147 -4.276 -2.506
C 5.730 -3.140 -1.694
C -1.526 -4.914 1.555
C -4.965 -1.790 -2.985
C -6.877 4.271 -0.135
C 5.690 -1.004 1.574
C -5.766 3.435 2.033
C 1.965 5.346 0.351
H 7.567 -0.959 3.721
H -6.183 -3.185 -0.255
H 7.171 0.692 4.241
H -4.080 -1.766 -3.623
H 4.456 2.556 -4.096
H 7.704 3.297 -2.235
H 4.611 -1.477 -2.441
H 6.309 4.120 -2.957
H -7.890 -2.722 -0.104
H -2.324 -5.568 1.193
H 4.086 -4.097 -2.685
H 2.062 7.462 -0.012
H 4.653 -1.000 1.251
H 5.984 -2.026 1.820
H -4.812 3.078 2.411
H -6.031 0.112 1.646
H -0.565 -5.415 1.426
H 3.248 6.851 1.159
H 3.482 6.552 -0.575
H -7.175 -0.179 0.311
H -5.534 -3.058 -5.467
H -6.966 -3.927 -4.881
H 6.318 -0.642 0.757
H -2.582 -6.431 3.734
H 2.252 1.676 3.105
H -7.223 5.193 0.335
H -5.461 -0.642 0.151
H -7.196 -3.938 0.986
H -6.066 4.323 2.591
H 4.755 0.810 -4.049
H 7.558 3.405 -4.001
H 5.703 1.839 -5.143
H 5.263 -5.209 -1.961
H 0.934 2.080 1.322
H 4.021 2.157 1.441
H 7.914 0.417 2.652
H 0.447 5.630 -1.140
H -3.003 2.253 0.582
H -1.939 -5.362 4.996
H -1.118 1.289 3.459
H -5.524 -0.862 -3.118
H -7.669 3.523 -0.077
H 5.663 -4.354 -3.465
H 6.103 -1.046 -1.600
H 1.873 4.723 -1.698
H 0.692 3.943 -0.634
H -0.825 -6.279 3.963
H -6.648 4.467 -1.180
H -4.646 -1.868 -1.949
H 6.190 -1.718 -3.235
H -1.525 -3.992 0.978
H -6.514 2.654 2.176
H -6.978 -2.155 -4.963